13 unconnected molecules or ions with the total composition C13H52O13 at a distorted geometry, computed with the ωB97M-V functional and the def2-TZVPD basis.

Last columns: bonded neighbours and bond lengths (Å).
Geometry (Å):
1 C 4.78 -0.62 -4.00  O2 1.433, H3 1.090, H4 1.090, H5 1.090
2 O 5.54 -0.79 -2.80  C1 1.433, H6 0.960
3 H 4.38 0.37 -4.24  C1 1.090
4 H 5.31 -1.05 -4.85  C1 1.090
5 H 3.92 -1.29 -3.90  C1 1.090
6 H 5.96 0.04 -2.57  O2 0.960
7 C -1.96 -4.97 -3.36  O8 1.413, H9 1.090, H10 1.090, H11 1.090
8 O -1.06 -4.21 -4.13  C7 1.413, H12 0.960
9 H -2.44 -4.32 -2.62  C7 1.090
10 H -2.74 -5.27 -4.06  C7 1.090
11 H -1.45 -5.80 -2.87  C7 1.090
12 H -0.52 -4.83 -4.64  O8 0.960
13 C -4.78 0.96 -2.91  O14 1.421, H15 1.090, H16 1.090, H17 1.090
14 O -6.17 1.04 -3.17  C13 1.421, H18 0.960
15 H -4.25 0.28 -3.58  C13 1.090
16 H -4.40 1.93 -3.20  C13 1.090
17 H -4.55 0.91 -1.84  C13 1.090
18 H -6.52 0.15 -3.27  O14 0.960
19 C 3.77 -5.82 -1.27  O20 1.402, H21 1.090, H22 1.090, H23 1.090
20 O 4.49 -4.99 -0.40  C19 1.402, H24 0.960
21 H 3.59 -5.33 -2.23  C19 1.090
22 H 4.28 -6.78 -1.33  C19 1.090
23 H 2.76 -6.03 -0.90  C19 1.090
24 H 4.77 -4.22 -0.90  O20 0.960
25 C 0.82 -0.39 -0.06  O26 1.411, H27 1.090, H28 1.090, H29 1.090
26 O -0.41 -0.10 0.58  C25 1.411, H30 0.960
27 H 0.78 -1.42 -0.42  C25 1.090
28 H 0.94 0.25 -0.93  C25 1.090
29 H 1.73 -0.23 0.52  C25 1.090
30 H -0.46 0.83 0.81  O26 0.960
31 C -2.20 1.85 6.34  O32 1.449, H33 1.090, H34 1.090, H35 1.090
32 O -1.59 2.66 7.38  C31 1.449, H36 0.960
33 H -3.13 1.32 6.58  C31 1.090
34 H -2.45 2.44 5.46  C31 1.090
35 H -1.49 1.11 5.97  C31 1.090
36 H -2.18 3.39 7.56  O32 0.960
37 C -1.85 6.92 0.63  O38 1.409, H39 1.090, H40 1.090, H41 1.090
38 O -1.01 5.83 0.34  C37 1.409, H42 0.960
39 H -2.43 6.62 1.50  C37 1.090
40 H -1.24 7.82 0.76  C37 1.090
41 H -2.55 7.10 -0.18  C37 1.090
42 H -0.33 6.18 -0.24  O38 0.960
43 C -6.16 -1.62 3.91  O44 1.421, H45 1.090, H46 1.090, H47 1.090
44 O -7.10 -0.77 4.55  C43 1.421, H48 0.960
45 H -5.34 -1.92 4.56  C43 1.090
46 H -6.71 -2.50 3.57  C43 1.090
47 H -5.76 -1.16 3.00  C43 1.090
48 H -7.42 -0.11 3.93  O44 0.960
49 C -0.68 0.79 -6.82  O50 1.418, H51 1.090, H52 1.090, H53 1.090
50 O 0.09 -0.35 -7.17  C49 1.418, H54 0.960
51 H -0.61 1.61 -7.53  C49 1.090
52 H -1.73 0.48 -6.81  C49 1.090
53 H -0.36 1.04 -5.81  C49 1.090
54 H -0.23 -1.01 -6.55  O50 0.960
55 C 8.36 -1.04 2.69  O56 1.430, H57 1.090, H58 1.090, H59 1.090
56 O 9.14 -0.87 3.88  C55 1.430, H60 0.960
57 H 8.53 -0.19 2.04  C55 1.090
58 H 8.59 -2.04 2.30  C55 1.090
59 H 7.28 -1.01 2.82  C55 1.090
60 H 8.61 -0.26 4.39  O56 0.960
61 C 0.00 -4.49 3.44  O62 1.452, H63 1.090, H64 1.090, H65 1.090
62 O -1.28 -4.26 2.81  C61 1.452, H66 0.960
63 H 0.13 -4.11 4.46  C61 1.090
64 H 0.19 -5.56 3.49  C61 1.090
65 H 0.77 -3.99 2.85  C61 1.090
66 H -1.25 -3.40 2.38  O62 0.960
67 C -6.99 3.76 1.99  O68 1.354, H69 1.090, H70 1.090, H71 1.090
68 O -7.80 2.80 1.48  C67 1.354, H72 0.960
69 H -7.11 4.61 1.32  C67 1.090
70 H -7.40 4.02 2.96  C67 1.090
71 H -5.96 3.42 2.10  C67 1.090
72 H -7.60 2.77 0.54  O68 0.960
73 C 6.73 4.06 -0.54  O74 1.416, H75 1.090, H76 1.090, H77 1.090
74 O 7.52 3.23 -1.36  C73 1.416, H78 0.960
75 H 7.33 4.72 0.10  C73 1.090
76 H 6.03 4.69 -1.09  C73 1.090
77 H 6.24 3.38 0.15  C73 1.090
78 H 8.30 3.74 -1.59  O74 0.960

Output
Total energy   -40933.7182 eV
E_HOMO   -0.3739 Ha
ΔE to the lowest compared entry with this formula, charge and spin   415.2 kJ/mol

Atom charges from the Mulliken analysis, given in e for atoms 1 to 4: number 1, C, carries -0.5245; number 2, O, carries -0.4830; number 3, H, carries 0.2660; number 4, H, carries 0.2699


16 unconnected molecules or ions with the total composition C13H56BrCl2N4O17P2 at a distorted geometry, computed with the ωB97M-V functional and the def2-TZVPD basis.

Last columns: bonded neighbours and bond lengths (Å).
Geometry (Å):
1 C 1.91 -4.30 -0.62  C2 1.531, H25 1.083, H26 1.085, H27 1.091
2 C 0.90 -3.45 0.17  C1 1.531, C3 1.542, H28 1.086, H29 1.093
3 C 1.62 -2.32 0.92  C2 1.542, C4 1.540, H30 1.085, H31 1.082
4 C 0.90 -0.99 0.64  C3 1.540, C5 1.536, C6 1.564, H32 1.086
5 C 0.93 -0.06 1.86  C4 1.536, H33 1.083, H34 1.082, H35 1.085
6 C 1.46 -0.39 -0.69  C4 1.564, N7 1.490, C16 1.556, H36 1.082
7 N 0.29 0.06 -1.48  C6 1.490, C8 1.324, H37 1.010
8 C 0.04 1.32 -1.16  N7 1.324, N9 1.327, N12 1.351
9 N -1.14 1.93 -1.26  C8 1.327, P10 1.743, H38 1.012
10 P -2.61 1.15 -1.79  N9 1.743, N11 1.562, H39 1.400, H40 1.402
11 N -2.40 0.02 -2.84  P10 1.562, H41 1.016
12 N 1.18 1.92 -0.76  C8 1.351, P13 1.743, C16 1.498
13 P 1.20 3.39 0.16  N12 1.743, O14 1.643, Cl15 2.049
14 O -0.21 3.31 1.01  P13 1.643, H42 0.966
15 Cl 0.71 4.87 -1.18  P13 2.049
16 C 2.30 0.92 -0.73  C6 1.556, N12 1.498, C17 1.598, C21 1.525
17 C 2.86 0.95 -2.23  C16 1.598, C18 1.513, H43 1.082, H44 1.082
18 C 2.54 2.22 -2.98  C17 1.513, O19 1.204, Cl20 1.807
19 O 3.11 3.28 -2.90  C18 1.204
20 Cl 1.17 2.06 -4.14  C18 1.807
21 C 3.43 1.12 0.27  C16 1.525, Br22 1.951, C23 1.529, H45 1.083
22 Br 4.63 2.58 -0.19  C21 1.951
23 C 4.24 -0.13 0.62  C21 1.529, C24 1.523, H46 1.083, H47 1.085
24 C 4.78 -0.96 -0.54  C23 1.523, H48 1.084, H49 1.086, H50 1.084
25 H 1.47 -5.23 -0.95  C1 1.083
26 H 2.82 -4.45 -0.06  C1 1.085
27 H 2.18 -3.71 -1.50  C1 1.091
28 H 0.33 -4.07 0.85  C2 1.086
29 H 0.21 -3.05 -0.58  C2 1.093
30 H 1.63 -2.55 1.98  C3 1.085
31 H 2.63 -2.30 0.53  C3 1.082
32 H -0.13 -1.27 0.50  C4 1.086
33 H 0.25 -0.45 2.60  C5 1.083
34 H 0.71 0.97 1.62  C5 1.082
35 H 1.91 -0.10 2.33  C5 1.085
36 H 1.88 -1.21 -1.26  C6 1.082
37 H -0.51 -0.56 -1.52  N7 1.010
38 H -1.18 2.92 -1.03  N9 1.012
39 H -3.25 0.78 -0.60  P10 1.400
40 H -3.33 2.20 -2.37  P10 1.402
41 H -2.77 -0.84 -2.46  N11 1.016
42 H 0.03 3.04 1.90  O14 0.966
43 H 2.45 0.13 -2.80  C17 1.082
44 H 3.93 0.82 -2.26  C17 1.082
45 H 2.98 1.46 1.20  C21 1.083
46 H 3.69 -0.73 1.34  C23 1.083
47 H 5.10 0.23 1.16  C23 1.085
48 H 5.34 -0.34 -1.23  C24 1.084
49 H 4.01 -1.50 -1.09  C24 1.086
50 H 5.47 -1.69 -0.13  C24 1.084
51 O -4.89 -0.04 0.46  H52 0.969, H53 0.966
52 H -5.80 0.07 0.13  O51 0.969
53 H -4.93 0.27 1.37  O51 0.966
54 O -4.24 -2.93 1.78  H55 0.963, H56 0.964
55 H -5.14 -3.13 2.05  O54 0.963
56 H -4.33 -2.22 1.13  O54 0.964
57 O 3.41 -3.17 -3.23  H58 0.963, H59 0.963
58 H 3.30 -3.87 -3.89  O57 0.963
59 H 4.14 -2.64 -3.56  O57 0.963
60 O 0.27 -5.74 2.44  H61 0.961, H62 0.958
61 H 0.23 -6.68 2.28  O60 0.961
62 H -0.65 -5.46 2.39  O60 0.958
63 O -1.04 7.42 0.61  H64 0.962, H65 0.962
64 H -0.90 6.47 0.48  O63 0.962
65 H -1.99 7.53 0.53  O63 0.962
66 O -6.39 -1.00 -1.66  H67 0.962, H68 0.965
67 H -5.43 -0.97 -1.75  O66 0.962
68 H -6.61 -1.89 -1.94  O66 0.965
69 O -9.29 -1.84 -2.86  H70 0.961, H71 0.962
70 H -8.45 -1.40 -2.74  O69 0.961
71 H -9.94 -1.22 -2.51  O69 0.962
72 O -3.56 -3.54 4.82  H73 0.961, H74 0.963
73 H -3.94 -2.67 5.01  O72 0.961
74 H -3.56 -3.59 3.86  O72 0.963
75 O -1.96 -5.71 0.72  H76 0.965, H77 0.962
76 H -2.37 -4.84 0.82  O75 0.965
77 H -1.96 -5.86 -0.23  O75 0.962
78 O -3.19 3.34 1.14  H79 0.965, H80 0.962
79 H -2.25 3.54 1.16  O78 0.965
80 H -3.23 2.41 0.89  O78 0.962
81 O -5.54 3.17 2.92  H82 0.964, H83 0.962
82 H -4.81 3.64 2.52  O81 0.964
83 H -5.37 3.24 3.87  O81 0.962
84 O 6.56 0.59 -3.33  H85 0.963, H86 0.963
85 H 6.18 1.46 -3.16  O84 0.963
86 H 6.57 0.52 -4.29  O84 0.963
87 O -2.49 4.30 3.99  H88 0.960, H89 0.964
88 H -2.35 3.95 3.11  O87 0.960
89 H -2.38 5.25 3.89  O87 0.964
90 O 0.08 6.07 3.17  H91 0.962, H92 0.966
91 H 0.89 5.94 3.68  O90 0.962
92 H 0.26 6.84 2.62  O90 0.966
93 O 8.48 -1.13 -1.37  H94 0.963, H95 0.961
94 H 7.71 -0.88 -1.88  O93 0.963
95 H 9.20 -0.61 -1.75  O93 0.961

Output
Total energy   -168818.2828 eV
E_HOMO   -0.4684 Ha
Charge   +1
ΔE to the lowest compared entry with this formula, charge and spin   94.1 kJ/mol

Atom charges from the Mulliken analysis, given in e for atoms 1 to 4: number 1, C, carries -1.4914; number 2, C, carries 0.0246; number 3, C, carries -0.6732; number 4, C, carries 0.0903